# 1
22
Properties=species:S:1:pos:R:3:forces:R:3 method="wB97M-V/def2-TZVPD" lumo_energy_ev=3.3 relative_energy_ev=2.269 homo_energy_ev=-4.1 homo_lumo_gap_ev=7.4518 charge=-1
O -0.5173 1.7289 1.7170 0.55 -1.08 0.13
O -1.4945 2.5154 3.6169 -0.14 -1.14 -1.59
C 2.0143 -2.7300 -0.9108 0.53 0.50 0.64
C 0.9402 -3.1840 -1.6511 -0.72 -2.16 0.66
C -2.5645 2.8495 1.4677 -0.09 1.93 0.97
C -0.1173 -1.0376 -1.3548 -0.79 2.38 1.45
C 1.0057 -0.5529 -0.6333 0.10 -2.62 -2.51
C 2.0893 -1.4561 -0.3740 -1.06 2.24 -0.16
C -0.1763 -2.3706 -1.6964 1.47 1.00 -0.36
C 1.0840 0.8244 -0.2892 2.94 -1.70 3.77
C -1.4386 2.2156 2.3762 -0.68 3.06 1.37
H 0.8472 0.7934 0.8267 1.47 0.76 -0.85
H -2.7193 3.9698 1.7532 0.44 -1.79 -0.13
H 0.8525 -4.3085 -1.9451 0.27 2.24 0.48
H 2.7600 -3.3971 -0.5887 1.12 -0.97 -0.16
H -3.5387 2.3976 1.7601 0.49 0.00 -1.05
H 0.3474 1.4159 -0.4996 -4.87 2.87 -1.97
H -2.1834 2.9131 0.4160 -1.01 -0.77 0.69
H -1.0032 -0.2245 -1.4724 1.98 -2.43 0.13
H 2.9359 -0.9614 0.2005 -0.90 -1.36 -0.70
H -1.0584 -2.7355 -2.0432 -2.43 -1.11 -1.29
H 1.9350 1.3345 -0.6758 1.32 0.16 0.46

# 2
93
Properties=species:S:1:pos:R:3:forces:R:3 method="wB97M-V/def2-TZVPD" lumo_energy_ev=-8.5 relative_energy_ev=0.173 homo_energy_ev=-14.7 homo_lumo_gap_ev=6.2066 charge=+3
La -0.3288 -0.0222 0.2671 0.62 -0.39 -0.02
S -4.4834 2.0789 -5.4705 -0.24 -0.02 0.13
S 0.6084 3.1183 5.3904 0.11 0.14 -0.11
O 1.2780 -0.1466 1.9903 -0.34 0.18 -0.02
N -1.2416 1.9984 1.5093 -0.25 0.40 0.13
N 0.4352 0.8340 -2.2060 -0.01 -0.07 0.20
N 0.6870 -1.7360 -1.3456 0.04 -0.18 -0.04
N 1.7241 -0.4054 4.2143 0.04 0.02 -0.08
N 0.9633 -4.5282 2.5272 0.02 -0.02 0.02
N -0.1849 1.3520 -4.8574 0.00 0.00 0.00
N -0.3455 -2.5496 1.0956 0.00 -0.05 -0.13
N -2.3141 1.1089 -0.9022 -0.20 0.13 0.12
N 3.2804 -6.7321 -5.5827 0.02 -0.03 -0.02
N 3.2498 0.6250 2.7790 -0.04 -0.04 0.07
C -2.1226 2.7874 0.8311 -0.05 -0.01 0.09
C 3.7986 0.7008 1.4317 -0.03 0.02 -0.06
C 2.6915 -0.8053 5.2393 0.04 0.10 0.03
C -3.6032 1.5013 -2.9067 0.06 0.02 0.04
C -2.6360 2.3477 -0.4429 -0.07 0.05 0.01
C -4.8481 0.7889 -6.5164 0.21 -0.03 -0.09
C 0.4587 -0.1455 -3.1244 0.03 -0.03 0.00
C 0.7048 -3.2054 0.5696 -0.05 -0.09 -0.08
C 0.8434 -1.5049 -2.6604 -0.04 -0.03 -0.01
C 1.0363 -2.9384 -0.8555 -0.08 -0.11 -0.08
C -0.8219 2.3962 2.7049 -0.03 0.06 -0.04
C -1.2275 3.5811 3.3391 -0.04 0.02 -0.03
C -2.0890 4.3942 2.6231 0.04 -0.02 0.00
C -0.7394 3.9283 4.6698 -0.06 -0.12 0.10
C 2.3171 -5.9183 -5.9973 -0.03 0.02 -0.02
C 1.3418 -2.4637 -3.5225 0.06 0.05 0.04
C 2.0695 0.0292 2.9941 0.17 -0.02 -0.12
C -3.9394 2.7555 -2.4232 -0.01 -0.04 -0.02
C -0.1238 2.3288 -3.9631 0.00 0.01 0.01
C -4.5587 -0.4235 -5.9614 -0.12 0.05 0.03
C 0.1648 2.0689 -2.6295 0.01 0.00 0.01
C 1.7802 -4.9115 -5.2079 0.03 0.00 0.04
C -4.0211 1.0015 -4.2098 0.19 0.01 -0.13
C 1.3827 -4.1563 1.3258 -0.04 0.00 -0.04
C -4.0815 -0.3023 -4.6370 -0.11 0.01 0.07
C -1.2366 4.8737 5.5240 0.05 0.05 -0.04
C 0.1101 0.1274 -4.4452 0.05 0.02 0.01
C -3.4753 3.1980 -1.1775 0.00 -0.03 0.03
C 3.2649 -5.6165 -3.4703 -0.04 0.02 -0.01
C 3.9451 1.4654 3.7564 0.04 -0.07 0.06
C -3.4273 4.8552 0.5861 0.00 -0.03 -0.01
C 1.7211 -3.7124 -3.0251 0.00 -0.02 -0.01
C 1.5532 -3.9391 -1.6566 0.05 0.09 -0.01
C 0.3502 -0.7291 4.5654 -0.04 0.05 -0.02
C -2.5499 4.0149 1.3562 0.02 0.01 -0.05
C 0.5356 4.1031 6.7857 -0.11 -0.12 0.06
C -2.7939 0.7130 -2.0715 0.05 -0.03 0.01
C 3.7436 -6.5785 -4.3482 0.02 0.00 0.03
C -0.7785 -2.9455 2.2909 -0.01 0.01 0.00
C -0.1439 -3.9666 2.9882 -0.02 0.01 -0.02
C -0.5073 4.9730 6.7351 0.08 0.03 -0.06
C -3.8554 4.4729 -0.6319 0.02 -0.02 0.01
C 2.2622 -4.7589 -3.9113 -0.02 0.02 -0.01
H 3.6896 -0.8735 4.8230 0.04 0.03 -0.04
H 4.8880 1.0186 4.0709 -0.01 -0.01 0.01
H 3.3172 1.6515 4.6201 -0.04 -0.03 0.04
H -0.7392 5.6702 7.5248 0.00 0.02 0.02
H 3.6955 -5.5236 -2.4821 0.02 -0.01 0.01
H 1.9552 -6.0782 -7.0055 -0.01 0.01 -0.01
H 4.1590 2.4236 3.2815 0.00 -0.01 0.01
H 4.5356 -7.2522 -4.0455 0.01 -0.01 0.01
H -3.8627 -1.1563 -4.0109 0.00 -0.01 0.02
H 4.8765 0.5543 1.4866 0.00 0.02 0.00
H -5.2384 0.9913 -7.5004 0.03 0.00 -0.04
H -0.3306 -0.4435 3.7689 0.00 0.03 0.02
H 3.6080 1.6802 0.9864 -0.01 0.00 -0.02
H -3.7321 5.8042 1.0065 0.00 0.01 0.01
H -4.5089 5.1088 -1.2140 -0.01 0.01 -0.01
H -2.4085 5.3454 3.0286 0.00 0.01 0.02
H 2.2878 -4.6227 0.9572 0.00 -0.02 -0.02
H 1.7757 -4.9132 -1.2452 0.00 -0.01 0.01
H 0.9806 -4.2919 -5.5917 -0.01 0.00 -0.02
H -4.5843 3.4062 -3.0021 -0.02 0.00 -0.01
H 0.1655 2.8661 -1.8946 -0.01 0.00 -0.01
H 1.2595 3.9755 7.5733 0.00 -0.02 0.04
H 0.2523 -1.7998 4.7507 0.00 0.03 0.01
H -1.6481 -2.4470 2.7028 0.00 0.00 0.01
H 0.0738 -0.1938 5.4747 0.00 0.00 0.00
H 1.4843 -2.2412 -4.5701 0.01 0.01 -0.01
H 0.0481 -0.6603 -5.1852 0.01 -0.02 0.00
H -2.0978 5.4884 5.3083 -0.03 0.01 -0.02
H 2.6869 -0.1141 6.0822 0.02 0.00 0.00
H 2.4067 -1.7932 5.6015 0.00 0.01 0.00
H -2.5106 -0.2825 -2.4015 0.02 0.00 -0.01
H -0.5270 -4.3201 3.9372 -0.02 0.01 0.02
H 3.3754 -0.0786 0.8044 0.03 -0.01 0.00
H -0.3262 3.3353 -4.3071 0.00 0.01 0.01
H -0.1127 1.7484 3.2056 0.00 -0.05 -0.01
H -4.7172 -1.3623 -6.4686 -0.01 -0.02 -0.01

# 3
7
Properties=species:S:1:pos:R:3:forces:R:3 method="wB97M-V/def2-TZVPD" lumo_energy_ev="-0.6 / -0.6" homo_energy_ev="-7.1 / -7.1" homo_lumo_gap_ev="6.5003 / 6.5000" charge=0
Ag 1.0245 -1.7302 -1.0210 -1.62 0.13 0.09
O -1.0780 -1.3734 -0.7569 1.47 -0.26 0.25
C 0.6593 1.0172 0.7459 -0.94 -0.58 -1.21
C -0.0238 1.0342 -0.2762 0.97 0.56 1.55
Li -1.2208 -0.8861 0.8761 0.11 -0.01 -0.66
H -0.5921 1.2787 -1.1632 0.27 -0.38 0.47
H 1.2310 0.6597 1.5953 -0.27 0.53 -0.49

# 4
37
Properties=species:S:1:pos:R:3:forces:R:3 method="wB97M-V/def2-TZVPD" lumo_energy_ev=0.7 relative_energy_ev=3.280 homo_energy_ev=-8.8 homo_lumo_gap_ev=9.5113 smiles="N[C@@H](Cc1ccccc1)C(=O)N1CCC[C@H]1C(=O)O" charge=0
O 2.1967 -0.2801 -1.5187 1.76 1.69 -1.64
O -1.1072 -2.6638 0.6020 -0.70 2.47 -0.21
O 2.0534 -2.0045 -0.1379 1.32 -0.45 -1.49
N -0.8108 -0.7417 -0.5647 1.46 -0.29 -2.21
N -1.7910 -1.3827 3.0776 -1.74 -0.81 -1.77
C 1.4793 1.0778 0.8784 2.08 -1.61 0.99
C -1.0467 0.3667 -2.6939 -0.18 -0.20 0.91
C 0.9922 3.0603 -0.3842 2.28 1.41 -1.21
C 0.2713 1.1783 1.4980 -0.94 1.89 -0.13
C -0.3396 -1.0201 -2.9592 0.44 2.17 2.28
C 1.5758 -1.1822 -1.1090 -3.55 -1.29 0.38
C -1.3232 0.4746 -1.1639 -1.12 -3.20 -1.95
C 1.8689 2.0905 0.0706 1.95 -0.15 -1.25
C -0.1819 3.2640 0.2525 -2.67 -0.57 1.74
C -1.5683 -0.5858 1.7951 0.27 -0.29 1.93
C -0.4680 2.3694 1.3207 0.80 -0.49 -1.08
C -0.2447 0.0734 2.2899 -0.64 0.56 0.09
C 0.0866 -1.4714 -1.5498 0.20 0.04 1.70
C -1.2847 -1.4205 0.4754 1.00 -2.44 2.99
H 2.9926 -2.0309 -0.4773 -0.72 -0.14 1.44
H 2.9198 1.9831 -0.2536 -0.81 0.61 -0.42
H -2.3642 0.4651 -1.0504 -1.88 -0.21 0.25
H -1.5150 -2.3643 2.9033 -0.23 0.62 -0.03
H -1.0675 1.3082 -0.6753 1.84 3.02 1.21
H -1.2835 2.5087 1.9830 -1.06 0.20 0.19
H 2.2492 0.2198 1.0999 -1.89 1.65 -0.36
H -0.1434 -2.5068 -1.3137 0.34 -0.22 -0.46
H -2.3842 0.1589 1.7500 0.42 -0.30 -0.39
H 1.3949 3.7634 -1.1374 -0.59 -0.46 0.30
H 0.5024 -0.6872 2.1938 0.41 -0.80 0.69
H -2.8109 -1.3911 3.2149 0.55 -0.40 0.11
H -2.0229 0.4852 -3.1911 0.66 -0.05 -0.21
H -0.3917 1.2075 -2.8954 0.13 -0.08 -0.69
H 0.4718 -0.8387 -3.6342 0.54 -0.31 -0.30
H -1.0244 3.9377 -0.0723 1.46 -0.27 0.43
H -0.9496 -1.8098 -3.2641 -1.31 -0.78 -1.08
H -0.4063 0.3991 3.3424 0.13 -0.53 -0.76

In order of appearance, E = -500.00916 -3110.32387 -306.97764 -879.44633 a.u..